(1)
The ion C7H17NP with charge +1 in a non-equilibrium geometry, computed with ωB97M-V/def2-TZVPD.

Geometry as XYZ:
```
26
Properties=species:S:1:pos:R:3
H 2.7817 -1.5802 -1.1846
P 1.5238 -1.8748 -0.6317
C 1.3203 -0.5032 0.2892
C 0.2413 -0.2237 1.2985
C -1.0085 -1.1471 1.4041
C -2.2806 -0.4725 0.8031
C -2.3232 -0.4403 -0.6861
C -1.6371 0.6079 -1.5978
N 2.5492 0.5194 0.3531
C 2.4574 1.5245 -0.7674
H -0.1260 0.8463 1.4471
H 0.8485 -0.4229 2.2778
H -1.1078 -1.3437 2.4903
H -0.8561 -2.1175 0.8977
H -2.4844 0.5069 1.2010
H -3.2991 -1.0114 1.1665
H -1.9600 -1.3427 -1.1560
H -3.4635 -0.3640 -0.9816
H -2.2004 1.5304 -1.5800
H -0.7505 0.9053 -1.0513
H -1.3122 0.3780 -2.5346
H 2.2514 0.8715 1.2423
H 3.4118 0.0257 0.3374
H 2.0870 2.3928 -0.2919
H 3.4474 1.6856 -1.1723
H 1.8894 1.0498 -1.5728
```

Output
Total charge: +1
HOMO-LUMO gap (eV): 9.31
DFT total energy (Eh): -672.66071
Structure (SMILES): [H]/P=C(/CCCCC)[NH2+]C
ΔE to the lowest compared entry with this formula, charge and spin (kcal/mol): 41.6
LUMO level (hartree): -0.1576

Need the Mulliken charges? In units of e they are:
1 H 0.01
2 P 0.05
3 C 0.24
4 C -1.12
5 C -0.58
6 C -0.75
7 C -0.32
8 C -1.07
9 N -0.13
10 C -0.77
11 H 0.34
12 H 0.56
13 H 0.26
14 H 0.39
15 H 0.37
16 H 0.31
17 H 0.27
18 H 0.30
19 H 0.36
20 H 0.11
21 H 0.40
22 H 0.38
23 H 0.38
24 H 0.33
25 H 0.38
26 H 0.29

(2)
A structure of composition C7H18AlN2O4S in a non-equilibrium geometry, computed with ωB97M-V/def2-TZVPD.

Geometry as XYZ:
```
33
Properties=species:S:1:pos:R:3
C -0.6316 4.0887 1.6414
C -0.7881 2.5361 1.4124
N 0.5376 2.0203 1.0643
Al 0.8577 1.8770 -0.8209
C -0.5148 3.0159 -1.8374
O 0.0607 3.8034 -2.9464
N -0.7830 4.8878 -3.0773
O -0.2307 5.8997 -2.8166
H -1.6027 4.5819 1.4124
H -0.2604 4.3239 2.6510
H 0.0851 4.4687 0.8877
H -1.5885 2.3142 0.6719
H -1.1570 2.1444 2.3922
H 0.6930 1.0894 1.4386
H 2.3903 2.3128 -1.1083
H 0.7755 0.3300 -1.2310
H -1.3448 2.3544 -2.1732
H -0.9766 3.7515 -1.1400
C -0.4220 -4.3245 1.1346
C -0.3690 -4.6647 -0.3584
C 0.1573 -3.4268 -1.0929
S 1.1927 -2.5498 0.0785
O 0.5755 -1.2845 0.3731
O 2.5730 -2.6566 -0.3310
C 0.9102 -3.6566 1.4551
H -0.5826 -5.2125 1.7474
H -1.2435 -3.6290 1.3255
H 0.3133 -5.5048 -0.5156
H -1.3467 -4.9620 -0.7401
H 0.7514 -3.6940 -1.9640
H -0.6511 -2.7591 -1.3868
H 0.8970 -3.0907 2.3841
H 1.7230 -4.3844 1.4696
```

Output
Total charge: -1
HOMO-LUMO gap (eV): 6.23
DFT total energy (Eh): -1328.50468
LUMO level (hartree): 0.0893

Need the Mulliken charges? In units of e they are:
1 C -1.12
2 C -0.29
3 N -0.50
4 Al -0.13
5 C -0.28
6 O -0.14
7 N 0.14
8 O -0.33
9 H 0.29
10 H 0.38
11 H 0.24
12 H 0.20
13 H 0.35
14 H 0.26
15 H -0.31
16 H -0.10
17 H 0.22
18 H 0.13
19 C -0.55
20 C -0.59
21 C -0.67
22 S 1.09
23 O -0.49
24 O -0.73
25 C -0.74
26 H 0.34
27 H 0.29
28 H 0.29
29 H 0.31
30 H 0.36
31 H 0.36
32 H 0.39
33 H 0.33

(3)
A structure of composition C7H18AuClI2O2P2 in a non-equilibrium geometry, computed with ωB97M-V/def2-TZVPD.

Geometry as XYZ:
```
33
Properties=species:S:1:pos:R:3
I -3.4279 -3.5573 0.0892
I -1.8346 -0.7608 3.9197
Au -1.2675 -0.6236 0.8556
P -2.5492 1.5747 -0.0848
C -4.1377 1.0171 0.5656
C -2.2470 3.2067 0.6105
H -1.9164 2.2616 -2.3421
H -3.6083 2.5827 -2.0036
H -3.0558 0.9383 -2.3644
C -2.8026 1.8648 -1.8476
H -1.3436 3.6659 0.2136
H -3.0771 3.8763 0.3905
H -4.8930 1.8016 0.3455
H -4.0238 0.8518 1.6564
H -2.1103 3.1342 1.6886
H -4.4009 0.0559 0.0782
C -1.0002 -2.4468 1.5075
O -0.3915 -3.3790 1.8708
Cl -0.0349 1.1744 -0.3710
C 4.1969 -2.6126 0.1904
P 2.9542 -1.3697 -0.0809
C 3.6407 0.1970 0.5280
C 2.7484 -1.2135 -1.8787
O 1.6482 -1.6580 0.5668
H 5.1187 -2.3447 -0.3252
H 3.9108 -3.5782 -0.2562
H 4.4877 -2.6779 1.2518
H 4.6592 0.2921 0.1508
H 3.0523 1.0461 0.1634
H 3.6068 0.2214 1.6314
H 2.1210 -2.0391 -2.2558
H 2.2416 -0.2767 -2.1261
H 3.7360 -1.2245 -2.3379
```

Output
Total charge: +2
HOMO-LUMO gap (alpha / beta) (eV): 4.34 / 4.30
2S+1: 3
DFT total energy (Eh): -2301.30577
ΔE to the lowest compared entry with this formula, charge and spin (kcal/mol): 12.9
LUMO level (alpha / beta) (hartree): -0.3980 / -0.3990

Need the Mulliken charges? In units of e they are:
1 I 0.15
2 I 0.15
3 Au 0.74
4 P 0.81
5 C -0.91
6 C -1.07
7 H 0.40
8 H 0.42
9 H 0.40
10 C -1.08
11 H 0.41
12 H 0.42
13 H 0.42
14 H 0.34
15 H 0.38
16 H 0.32
17 C 0.09
18 O -0.12
19 Cl -0.29
20 C -1.12
21 P 0.71
22 C -1.02
23 C -1.03
24 O -0.58
25 H 0.41
26 H 0.35
27 H 0.35
28 H 0.37
29 H 0.27
30 H 0.33
31 H 0.33
32 H 0.29
33 H 0.37

(4)
A structure of composition C7H18BN in a non-equilibrium geometry, computed with ωB97M-V/def2-TZVPD.

Geometry as XYZ:
```
27
Properties=species:S:1:pos:R:3
B -0.1984 -0.3682 0.2541
C -1.9428 1.1750 -1.1142
C -2.2434 0.7366 1.3617
C 2.4254 -0.0379 -1.2791
C 2.0357 1.5576 0.6752
C 0.0005 -2.8818 -0.0215
C -1.2294 0.8800 0.2648
C 1.8767 0.1267 0.1307
N -0.6311 -1.6536 0.2176
H -1.3485 1.4274 -1.9165
H -2.7631 1.8727 -0.9869
H -2.5600 0.2271 -1.3127
H -2.9524 1.4900 1.2950
H -2.9010 -0.1965 1.3375
H -1.7345 0.5934 2.2623
H 2.5592 -1.0587 -1.3527
H 3.4375 0.4184 -1.2524
H 1.6924 0.2510 -2.0801
H 1.4423 2.1821 -0.0532
H 1.6097 1.6352 1.6263
H 3.0350 1.7747 0.6688
H 0.9358 -2.5943 -0.4049
H -0.0189 -3.6469 0.8423
H -0.4502 -3.4654 -0.7833
H -0.6069 1.7588 0.4284
H 2.1277 -0.4709 0.9261
H -1.5973 -1.7323 0.2669
```

Output
HOMO-LUMO gap (eV): 8.70
DFT total energy (Eh): -357.04130
ΔE to the lowest compared entry with this formula, charge and spin (kcal/mol): 25.1
LUMO level (hartree): 0.0251

Need the Mulliken charges? In units of e they are:
1 B 0.32
2 C -1.39
3 C -1.66
4 C -1.14
5 C -1.68
6 C -0.88
7 C 0.66
8 C -0.04
9 N -0.17
10 H 0.36
11 H 0.40
12 H 0.25
13 H 0.48
14 H 0.26
15 H 0.41
16 H 0.35
17 H 0.38
18 H 0.21
19 H 0.26
20 H 0.36
21 H 0.54
22 H 0.27
23 H 0.25
24 H 0.36
25 H 0.13
26 H 0.53
27 H 0.16

(5)
A structure of composition C7H18FGdI2OP2 in a non-equilibrium geometry, computed with ωB97M-V/def2-TZVPD.

Geometry as XYZ:
```
32
Properties=species:S:1:pos:R:3
I -0.0013 -1.3037 -5.1935
I -0.0038 1.4762 -4.9372
Gd 0.0018 0.9799 0.8093
P -2.6811 0.0022 0.3118
C -3.6461 -0.0665 -1.2385
C -3.4191 -1.3925 1.2485
H -4.5026 -1.2787 1.4150
H -4.5193 1.3273 1.2886
H -2.9062 -1.4545 2.2180
H -2.9552 1.6286 2.1113
H -3.3928 -0.9803 -1.7915
H -3.2324 -2.3281 0.7017
C -3.4395 1.4718 1.1339
H -4.7317 -0.0476 -1.0508
H -3.2760 2.3664 0.5128
H -3.3779 0.7840 -1.8777
P 2.6802 -0.0140 0.3204
C 3.6514 -0.0856 -1.2262
C 3.4449 1.4498 1.1474
H 2.8924 -1.4748 2.2248
H 4.4918 -1.3078 1.4263
H 3.2172 -2.3481 0.7083
C 3.4081 -1.4143 1.2567
H 2.9570 1.6086 2.1227
H 4.5230 1.2985 1.3071
H 4.7365 -0.0709 -1.0354
H 3.3893 0.7660 -1.8662
H 3.2898 2.3463 0.5268
H 3.3972 -0.9978 -1.7811
C 0.0028 -0.2710 -1.0632
O 0.0053 -0.5080 -2.1943
F -0.0036 -0.1614 2.4644
```

Output
Total charge: +2
HOMO-LUMO gap (alpha / beta) (eV): 6.20 / 3.72
2S+1: 8
DFT total energy (Eh): -2495.80956
LUMO level (alpha / beta) (hartree): -0.2980 / -0.3891

Need the Mulliken charges? In units of e they are:
1 I -0.01
2 I -0.04
3 Gd 1.35
4 P 0.68
5 C -1.10
6 C -1.15
7 H 0.42
8 H 0.39
9 H 0.36
10 H 0.45
11 H 0.38
12 H 0.37
13 C -1.28
14 H 0.39
15 H 0.42
16 H 0.36
17 P 0.68
18 C -1.11
19 C -1.28
20 H 0.36
21 H 0.42
22 H 0.37
23 C -1.15
24 H 0.45
25 H 0.39
26 H 0.39
27 H 0.36
28 H 0.42
29 H 0.39
30 C -0.13
31 O 0.01
32 F -0.56

(6)
A cluster of 2 separate species, C7H18IN4O in total in a non-equilibrium geometry, computed with ωB97M-V/def2-TZVPD.

Geometry as XYZ:
```
31
Properties=species:S:1:pos:R:3
C -4.7500 3.6866 0.3833
C 3.9237 -3.7632 0.0474
C 2.0194 0.3277 -1.0451
C -3.9156 2.4535 0.7016
C -4.0609 1.4062 -0.4017
C 3.5524 -2.5465 0.8874
C 2.2186 -0.7964 -0.1414
N -3.2699 0.2212 -0.1150
N -2.0365 0.4066 0.0703
N -1.0384 -0.2188 0.3287
N 3.3269 -1.4069 0.0275
O -0.9934 -1.6127 0.5006
I -4.3924 -1.6767 -0.0905
H -4.4171 4.1480 -0.5435
H -5.8005 3.4266 0.2793
H -4.6561 4.4160 1.1826
H 4.1313 -4.6027 0.7033
H 3.1054 -4.0364 -0.6141
H 4.8121 -3.5712 -0.5499
H 2.8650 0.5237 -1.6984
H 1.8018 1.2159 -0.4468
H 1.1097 0.1623 -1.6248
H -4.2402 2.0202 1.6494
H -2.8645 2.7306 0.7972
H -5.1045 1.1127 -0.4939
H -3.7313 1.8211 -1.3613
H 4.3721 -2.3018 1.5678
H 2.6483 -2.7369 1.4677
H 1.3485 -1.1178 0.4307
H 4.1400 -1.1248 -0.5207
H -1.8758 -2.0118 0.4829
```

Output
Total charge: +1
HOMO-LUMO gap (alpha / beta) (eV): 5.85 / 6.44
2S+1: 3
DFT total energy (Eh): -869.02700
LUMO level (alpha / beta) (hartree): -0.1417 / -0.2019

Need the Mulliken charges? In units of e they are:
1 C -1.24
2 C -1.12
3 C -1.13
4 C -0.21
5 C -0.53
6 C -0.38
7 C 0.42
8 N 0.10
9 N -0.17
10 N -0.18
11 N -0.05
12 O -0.28
13 I -0.02
14 H 0.34
15 H 0.35
16 H 0.34
17 H 0.34
18 H 0.34
19 H 0.37
20 H 0.36
21 H 0.32
22 H 0.33
23 H 0.27
24 H 0.30
25 H 0.37
26 H 0.31
27 H 0.31
28 H 0.30
29 H 0.30
30 H 0.31
31 H 0.22

(7)
A structure of composition C7H18N2Si2 in a non-equilibrium geometry, computed with ωB97M-V/def2-TZVPD.

Geometry as XYZ:
```
29
Properties=species:S:1:pos:R:3
C -0.8377 3.4351 -0.2809
C -1.4740 2.4917 -1.0645
C -2.2453 -0.9515 0.7754
C 2.7794 0.9656 0.4785
C -0.3177 0.1544 -2.8543
C 0.6576 -2.5895 -0.2758
C 0.3536 -1.2782 2.4592
N -1.1118 -0.5534 -0.0251
N 1.4296 0.5458 0.2168
Si -1.0290 0.6267 -1.1822
Si 0.6754 -0.8408 0.6145
H -1.0958 4.5316 -0.3004
H 0.0154 3.1549 0.3522
H -2.1158 2.8911 -1.7903
H -2.7864 -0.0152 1.1243
H -3.0768 -1.6236 0.4043
H -1.7728 -1.4664 1.6907
H 2.9093 2.0336 0.1490
H 3.0738 0.7292 1.5192
H 3.4057 0.2372 -0.1497
H 0.5219 0.8131 -3.0499
H 0.2653 -0.7656 -2.8079
H -0.8915 0.2573 -3.7013
H -0.0737 -3.0230 0.4824
H 0.1446 -2.4043 -1.1820
H 1.5621 -3.2215 -0.3127
H -0.0075 -2.2456 2.7294
H 1.2955 -1.2940 2.8941
H -0.2535 -0.5944 3.0871
```

Output
HOMO-LUMO gap (eV): 6.70
DFT total energy (Eh): -965.92527
ΔE to the lowest compared entry with this formula, charge and spin (kcal/mol): 102.7
LUMO level (hartree): -0.0175

Need the Mulliken charges? In units of e they are:
1 C -0.48
2 C -0.40
3 C -0.86
4 C -0.96
5 C -1.13
6 C -1.04
7 C -1.52
8 N 0.34
9 N -0.33
10 Si 0.24
11 Si 0.30
12 H 0.25
13 H 0.20
14 H 0.39
15 H 0.37
16 H 0.23
17 H 0.23
18 H 0.24
19 H 0.28
20 H 0.24
21 H 0.37
22 H 0.28
23 H 0.51
24 H 0.25
25 H 0.34
26 H 0.39
27 H 0.50
28 H 0.40
29 H 0.39

(8)
A structure of composition C7H18N3O2ReTe, computed with ωB97M-V/def2-TZVPD.

Geometry as XYZ:
```
32
Properties=species:S:1:pos:R:3
Re 0.6905 0.7988 0.1556
N 0.0797 -0.0624 2.1048
N 0.4918 -1.3690 1.6908
C 1.8552 -1.4900 -0.2442
O 2.4219 -2.5250 -0.3044
O 2.2398 -0.2646 -0.5256
H 0.6411 0.1862 2.9146
H -0.9128 -0.0181 2.3325
H -0.0199 -2.1608 2.0693
C -0.5723 -3.5157 -0.1259
C -0.6305 -2.0273 -0.4647
C -0.3837 -1.8081 -1.9524
C -1.9721 -1.4344 -0.0506
N 0.4576 -1.2794 0.2791
H -1.2570 -4.0522 -0.7824
H -0.8963 -3.7205 0.8974
H 0.4281 -3.9185 -0.2685
H -1.2288 -2.2052 -2.5125
H 0.5158 -2.3203 -2.2943
H -0.2935 -0.7453 -2.1932
H -2.7650 -1.8855 -0.6454
H -2.0013 -0.3546 -0.2177
H -2.2037 -1.6392 0.9981
C -0.7367 4.2969 -0.9484
Te -0.0538 3.3293 0.8170
C 1.9318 4.1168 0.7514
H -0.9221 5.3467 -0.7405
H -1.6615 3.8098 -1.2471
H 0.0142 4.1820 -1.7251
H 2.2532 4.1542 -0.2847
H 2.5820 3.4656 1.3278
H 1.9083 5.1099 1.1890
```

Output
Total charge: +1
HOMO-LUMO gap (alpha / beta) (eV): 7.80 / 7.22
2S+1: 2
DFT total energy (Eh): -938.17553
ΔE to the lowest compared entry with this formula, charge and spin (kcal/mol): 55.8
LUMO level (alpha / beta) (hartree): -0.1425 / -0.1522

Need the Mulliken charges? In units of e they are:
1 Re 0.47
2 N -0.39
3 N -0.56
4 C 0.55
5 O -0.46
6 O -0.52
7 H 0.26
8 H 0.29
9 H 0.28
10 C -1.51
11 C 1.01
12 C -1.59
13 C -1.56
14 N 0.91
15 H 0.43
16 H 0.42
17 H 0.36
18 H 0.49
19 H 0.44
20 H 0.31
21 H 0.50
22 H 0.30
23 H 0.30
24 C -0.96
25 Te 0.20
26 C -0.99
27 H 0.34
28 H 0.32
29 H 0.31
30 H 0.34
31 H 0.34
32 H 0.36

(9)
A structure of composition C7H18N4O2SSe4V in a non-equilibrium geometry, computed with ωB97M-V/def2-TZVPD.

Geometry as XYZ:
```
37
Properties=species:S:1:pos:R:3
V 0.3574 0.7307 0.1293
C -4.2053 1.3247 0.0418
O -2.8183 1.2540 0.3624
C -2.1848 0.0947 0.5043
O -1.0715 0.1350 1.0190
N -2.7439 -1.0649 0.1301
N -1.9268 -2.2034 0.1458
H -4.4565 2.3825 0.0877
H -4.7986 0.7811 0.7798
H -4.4118 0.9619 -0.9667
H -3.6932 -1.1129 -0.2292
H -1.8629 -2.6215 -0.7790
H -2.2451 -2.8947 0.8214
Se 2.2181 0.7968 1.5169
Se 3.1034 -1.3501 1.1681
Se 1.3158 -2.3937 0.0824
Se 0.8524 -0.8179 -1.5718
C 3.6007 3.2732 -0.5494
N 2.5408 4.1515 -0.1083
C 2.9636 5.1544 0.8490
C 1.2631 3.9541 -0.4166
S 0.7317 2.4985 -1.1962
N 0.3398 4.9125 -0.2211
C 0.5819 6.3105 -0.5348
C -1.0610 4.5497 -0.1530
H 4.4352 3.8754 -0.9097
H 3.2504 2.6225 -1.3500
H 3.9505 2.6539 0.2830
H 3.6410 4.6821 1.5610
H 2.1106 5.5458 1.3946
H 3.5009 5.9742 0.3701
H 1.5760 6.4427 -0.9510
H 0.4606 6.9464 0.3433
H -0.1400 6.6226 -1.2922
H -1.1745 3.5911 0.3627
H -1.5128 4.4754 -1.1468
H -1.5832 5.3152 0.4185
```

Output
Total charge: +1
HOMO-LUMO gap (alpha / beta) (eV): 6.74 / 7.02
2S+1: 3
DFT total energy (Eh): -11594.75701
ΔE to the lowest compared entry with this formula, charge and spin (kcal/mol): 48.2
LUMO level (alpha / beta) (hartree): -0.1135 / -0.1075

Need the Mulliken charges? In units of e they are:
1 V 0.91
2 C -0.84
3 O -0.17
4 C 0.80
5 O -0.61
6 N -0.03
7 N -0.50
8 H 0.21
9 H 0.38
10 H 0.39
11 H 0.20
12 H 0.28
13 H 0.24
14 Se -0.23
15 Se -0.07
16 Se -0.04
17 Se -0.31
18 C -1.03
19 N 0.22
20 C -1.19
21 C 0.61
22 S -0.38
23 N 0.06
24 C -1.15
25 C -1.17
26 H 0.36
27 H 0.32
28 H 0.35
29 H 0.39
30 H 0.40
31 H 0.37
32 H 0.37
33 H 0.34
34 H 0.41
35 H 0.39
36 H 0.34
37 H 0.40